1.
Below is a 11-piece molecular cluster, C5H34N2O11 overall, with properties calculated with ωB97M-V with the def2-TZVPD basis set.

The geometry in XYZ format:
```
52
Properties=species:S:1:pos:R:3:forces:R:3:lowdin_charge:R:1
C 2.801531 0.933064 -3.105702 3.142 4.147 4.005 -0.106
N 1.779565 1.328452 -2.148123 -0.694 1.525 3.181 -0.149
C 0.954632 0.201301 -1.606111 -1.372 0.102 -0.269 -0.296
C 0.167307 0.556290 -0.335169 -0.325 0.486 2.065 -0.182
O 1.080036 0.876097 0.734773 -3.750 -0.716 1.382 -0.095
C -0.192782 -0.073932 -2.672899 -0.082 -2.321 3.863 -0.172
N -0.704568 -1.443240 -2.340172 0.105 1.157 0.451 -0.150
C -2.103561 -1.457493 -2.713828 -1.239 -0.590 -1.177 -0.160
H 3.273642 1.955433 -3.408182 -0.614 -1.889 0.079 0.119
H 2.442950 0.475420 -3.931813 -1.166 -1.751 -2.404 0.030
H 3.599319 0.413047 -2.518485 -0.368 -0.257 -1.165 0.094
H 2.125789 2.086591 -1.346414 -0.890 -2.887 -2.868 0.201
H 1.505067 -0.747989 -1.274915 -0.284 1.093 -1.093 0.163
H -0.529304 1.487365 -0.409932 0.970 -1.686 -0.411 0.149
H -0.414101 -0.352872 0.191979 1.010 1.834 -2.156 0.141
H 1.928295 1.084565 0.514292 3.551 0.451 -1.578 0.014
H -1.110582 0.511080 -2.417008 1.434 0.452 -0.997 0.107
H 0.189518 -0.132204 -3.648995 0.146 0.877 -1.580 0.099
H -0.132197 -2.111655 -2.852420 -0.592 -0.194 0.106 0.117
H -2.860771 -0.766233 -2.125974 1.941 -1.479 -0.673 0.119
H -2.410704 -2.516787 -2.728078 -0.445 0.478 0.415 0.078
H -2.190211 -1.151248 -3.782536 -0.328 0.106 0.424 0.076
H -0.973821 -2.717030 1.091939 1.201 -1.651 -2.760 0.064
H -0.709781 -2.687014 -0.503092 -0.195 1.419 -1.318 -0.054
O -0.607443 -3.229452 0.252157 -0.762 0.211 4.013 -0.092
H -4.534680 -2.356032 1.502805 0.030 -1.158 0.434 0.026
H -4.801488 -1.390751 0.362259 0.657 0.103 1.786 0.081
O -4.483010 -1.433107 1.314794 -0.422 1.091 -2.102 -0.059
H 1.971492 -3.854831 -0.312527 -0.346 -0.333 0.172 0.021
H 2.574719 -4.474614 -1.605889 0.126 -1.198 -0.243 0.011
O 2.370896 -3.674039 -1.161428 0.061 1.636 0.017 -0.048
H -2.499021 -0.725849 2.159373 3.071 0.396 1.242 0.122
H -0.967173 -0.062393 2.216921 -0.465 -0.493 0.253 0.046
O -1.543866 -0.738151 2.629011 -3.037 0.782 -1.850 -0.100
H -0.727268 4.237530 -1.364265 0.271 1.337 0.450 0.023
H 0.153590 4.932641 -0.365314 2.706 -0.486 1.940 -0.044
O -0.583301 5.096759 -0.873573 -2.871 -0.890 -2.428 -0.056
H 0.404991 2.568358 2.807925 1.450 -1.533 0.846 0.090
H 0.699022 1.616044 3.993187 -0.472 -0.500 1.088 0.026
O 1.075511 1.901795 3.178828 -1.295 1.794 -1.059 -0.080
H 0.286647 -2.551573 4.317848 -0.375 0.170 -0.165 -0.002
H 1.572080 -1.954900 4.505479 0.106 0.694 0.245 0.053
O 0.640758 -1.714589 4.627091 0.849 -0.559 -0.052 -0.046
H -1.074013 -3.242848 4.024379 0.396 -0.316 1.781 -0.024
H -1.647281 -2.285549 3.012929 0.431 -0.817 0.381 -0.020
O -1.538625 -3.249643 3.223149 -1.169 0.311 -1.865 -0.059
H 2.111211 3.964283 2.456628 -0.172 -1.352 -1.023 0.062
H 1.809380 2.749803 1.362785 -0.102 -0.298 1.106 -0.028
O 1.985542 3.673415 1.526945 0.335 2.062 -0.488 -0.076
H 0.325827 2.249538 -2.801744 2.468 -1.377 0.019 -0.063
H -0.565666 3.052986 -3.818890 0.421 -0.475 1.758 0.093
O -0.410649 2.809144 -2.862242 -3.046 2.493 -1.778 -0.066
```
Forces are in eV/Å.

- HOMO-LUMO gap (eV) = 9.62
- spin multiplicity = 1
- DFT total energy (a.u.) = -1147.88861
- SMILES = CNC[C@H](CO)NC.O.O.O.O.O.O.O.O.O.O

---

2.
Below is a 2-piece molecular cluster, C2H8N2O overall, with properties calculated with ωB97M-V with the def2-TZVPD basis set.

The geometry in XYZ format:
```
13
Properties=species:S:1:pos:R:3:forces:R:3:lowdin_charge:R:1
C -2.410065 -0.296860 0.040354 0.094 -2.308 1.056 -0.174
O -1.144790 -0.102235 0.628614 1.193 0.283 -1.412 -0.194
H -2.482711 -1.429364 -0.090695 -0.747 1.398 -0.007 0.103
H -3.195593 0.114775 0.665005 -0.050 -0.271 0.353 0.072
H -2.498530 0.184832 -0.889106 -0.018 0.594 -1.486 0.053
N 1.213149 -0.628162 -1.004676 -0.673 -0.479 1.138 0.012
C 1.859427 0.317665 -0.431937 1.703 -0.829 0.976 -0.350
N 1.548733 0.904070 0.766864 -0.807 0.072 -1.123 0.102
H -0.517382 -0.323816 -0.137739 -0.406 0.055 1.453 0.042
H 1.839067 -1.395313 -1.295774 -0.461 1.185 -1.017 0.064
H 2.860685 0.601177 -0.822617 -0.238 0.017 0.604 0.116
H 0.682644 0.709728 1.251379 -0.119 -0.274 -0.314 0.073
H 2.245365 1.343502 1.320327 0.529 0.556 -0.221 0.082
```
Forces are in eV/Å.

- HOMO-LUMO gap (eV) = 9.97
- spin multiplicity = 1
- DFT total energy (a.u.) = -265.70348
- SMILES = [H]/N=C/N.CO

---

3.
Below is one molecule with the formula C2H7NO, with properties calculated with ωB97M-V with the def2-TZVPD basis set.

The geometry in XYZ format:
```
11
Properties=species:S:1:pos:R:3:forces:R:3:lowdin_charge:R:1
O -1.560044 0.385967 -0.340220 -0.836 1.603 -1.372 -0.071
H -2.171914 0.190228 0.365350 0.198 -0.993 -0.020 0.088
C 0.909812 0.535346 0.839299 -0.630 -0.020 0.918 -0.165
C -0.693787 -0.567296 -0.872381 1.950 -0.418 4.530 -0.268
N 0.648613 -0.118497 -0.396587 0.161 -0.480 -2.072 -0.152
H 1.952797 0.871102 0.903510 -0.339 0.063 -0.290 0.079
H 0.771029 -0.136935 1.705864 -0.044 0.094 0.079 0.067
H 0.211387 1.391052 0.986271 0.675 -0.428 -0.108 0.079
H -0.582447 -0.534572 -1.946350 -0.851 -0.481 -0.272 0.110
H -0.915294 -1.553110 -0.302598 0.002 0.867 -1.750 0.135
H 1.429845 -0.463286 -0.942155 -0.286 0.194 0.357 0.098
```
Forces are in eV/Å.

- HOMO-LUMO gap (eV) = 9.02
- spin multiplicity = 1
- DFT total energy (a.u.) = -210.34291
- SMILES = CNCO

---

The ΔE to the lowest compared entry with this formula, charge and spin results, record by record, are as follows: 6.028; 2.168; 1.519 eV.